1.
C27H63BeN9O13SY as an isolated structure. Source: OMol25; level of theory: ωB97M-V/def2-TZVPD.

```
115
Properties=species:S:1:pos:R:3:forces:R:3
Y -1.370 2.525 -0.926 0.094 -1.253 0.021
S 0.286 0.273 -0.157 -1.426 -0.088 1.832
O -3.548 1.373 -0.927 -0.142 -0.523 -1.304
O 2.251 0.835 2.468 -1.990 -0.403 2.061
O -0.552 4.204 0.655 -0.535 0.196 -0.635
O 2.126 -2.988 2.775 1.226 0.387 -1.085
O -2.101 1.873 1.290 -0.428 -0.432 0.013
O 1.370 -0.022 -1.019 5.451 -2.137 -1.575
O 3.118 -2.171 -1.996 0.049 0.494 2.100
O 0.231 -0.688 0.917 0.437 -0.369 0.972
O 0.296 1.681 0.204 1.524 2.261 2.091
O 0.828 2.520 -2.434 -0.372 0.331 -0.277
O -0.914 0.281 -0.966 -3.522 -0.950 -2.301
O 1.194 -3.483 -0.190 -1.600 0.461 -0.724
O -2.005 2.289 -3.312 -0.824 -1.041 -1.972
N -0.817 -4.465 -0.946 1.175 0.362 1.297
N 1.527 1.267 4.620 0.399 0.227 0.482
N -1.964 0.482 -4.746 0.038 -0.043 0.290
N -2.805 0.269 2.824 0.023 1.985 1.171
N 0.899 5.171 2.203 -2.706 -2.775 -1.876
N -5.220 -0.163 -0.889 1.736 0.709 -0.179
N 2.500 2.306 -4.010 0.866 -1.234 0.938
N 3.865 -1.804 -4.090 -1.313 -0.896 1.119
N 1.235 -2.801 4.846 1.133 -0.555 -0.309
C 2.564 -3.036 5.455 -0.904 0.351 1.196
C 2.877 -1.841 -3.157 1.594 -0.188 -1.634
C 1.741 2.811 -5.103 -1.468 1.115 -0.492
C 3.875 1.792 -4.321 -0.423 0.840 -0.119
C 1.985 2.243 -2.761 0.845 0.219 -0.452
C -0.146 4.339 1.813 2.690 1.129 1.550
C -2.538 -0.178 -5.943 0.871 1.085 0.137
C 0.237 -2.262 5.754 -0.005 -0.122 -0.541
C -5.796 -1.411 -1.332 0.158 -0.292 -2.387
C 1.345 0.886 3.369 1.950 0.095 -2.397
C -0.442 -5.800 -0.540 0.390 -1.347 -0.215
C 2.865 1.302 5.248 0.265 -0.632 -0.477
C -2.474 1.489 2.399 0.179 0.681 0.925
C 1.198 -2.709 3.519 -1.153 0.394 0.085
C 1.458 5.985 1.150 -0.101 1.898 0.558
C -2.391 1.676 -4.388 1.172 1.043 2.605
C -2.521 -0.876 2.089 -0.747 -1.700 -0.948
C -0.769 -0.169 -4.236 0.839 -0.491 0.542
C -4.094 0.367 -1.449 -0.311 -0.176 2.389
C -2.192 -4.280 -1.432 0.177 -0.444 -0.252
C 0.388 1.303 5.553 1.162 0.934 0.472
C 3.624 -1.569 -5.486 -0.747 1.204 -0.471
C -3.128 0.059 4.228 -0.171 0.194 0.875
C -5.571 0.261 0.452 -1.032 0.579 0.274
C 5.280 -1.990 -3.723 -1.010 0.869 -0.250
C 0.037 -3.434 -0.689 -0.486 -0.224 0.264
C 1.500 5.039 3.534 0.049 -0.524 -1.331
Be 2.797 -1.445 0.355 -4.005 -0.560 -1.889
H -0.824 -6.157 0.416 -0.666 0.454 0.043
H -1.724 -1.419 2.597 0.403 -0.034 -0.640
H -5.095 -0.423 1.156 -0.397 -0.042 0.193
H 1.755 3.901 -5.138 0.508 0.196 -0.074
H 5.574 -0.941 -3.682 1.089 -0.169 0.205
H 0.123 -2.952 6.589 0.136 0.379 0.191
H 3.883 1.578 -5.390 0.004 -0.138 0.139
H 3.659 1.112 4.526 -0.518 -1.017 -0.342
H 2.897 -2.058 5.803 0.680 0.177 -0.500
H -2.984 -4.647 -0.779 0.394 0.159 0.805
H 1.883 6.017 3.828 -0.420 -0.214 0.558
H 0.678 2.648 -4.923 -0.047 -0.525 -0.102
H 3.737 -2.440 -6.132 0.374 0.065 0.167
H -3.601 -0.282 -2.189 -0.286 0.594 -0.403
H -0.507 3.763 2.679 -0.342 -0.070 -0.384
H 2.473 6.295 1.400 0.091 -0.437 -0.290
H 2.766 1.971 -2.034 -0.370 -0.222 0.104
H -0.769 -6.493 -1.316 -0.015 -0.115 0.075
H -0.048 -0.264 -5.047 -0.175 -0.223 -0.336
H 2.638 -1.145 -5.676 -0.490 -0.458 0.397
H -2.349 -4.934 -2.290 0.283 0.335 -0.449
H 2.324 4.332 3.442 0.324 0.140 0.129
H -2.378 -0.586 1.049 0.574 -0.386 0.120
H -3.585 0.105 -6.054 0.050 -0.488 0.084
H -3.430 0.951 4.777 -0.287 0.300 -0.611
H -2.411 -3.240 -1.672 0.257 -0.040 -0.092
H 5.768 -2.497 -4.556 0.165 -0.070 0.371
H -0.749 -2.162 5.301 0.107 -0.148 -0.352
H -6.659 0.283 0.497 -0.011 -0.620 0.398
H 0.754 0.892 6.494 -0.266 -0.108 0.081
H -3.927 -0.673 4.345 0.024 0.018 -0.218
H -5.331 1.285 0.739 0.601 -0.107 -0.603
H 0.874 6.903 1.214 0.122 0.421 -0.310
H 4.176 0.897 -3.777 -0.448 0.082 0.184
H 2.404 -3.523 6.418 -0.034 -0.576 -0.214
H -1.980 0.257 -6.771 -0.133 -0.475 -0.434
H 0.274 0.675 3.226 0.174 -0.223 -0.799
H 4.208 -0.700 -5.791 0.734 -0.471 -0.330
H -3.394 -1.526 2.145 -0.111 -0.253 -0.155
H -6.878 -1.385 -1.458 -0.014 0.133 0.795
H 5.382 -2.472 -2.751 0.023 -0.050 -0.368
H 3.345 2.197 5.645 -1.407 0.653 0.535
H -0.521 0.777 5.262 0.319 0.128 -0.414
H 0.237 -2.368 3.104 -0.050 0.012 0.086
H -3.089 2.112 -5.120 -0.074 0.185 0.607
H 4.633 2.560 -4.168 -0.070 0.081 0.127
H -2.286 -0.271 4.836 0.334 -0.506 -0.406
H -2.317 -1.241 -5.848 -0.506 0.112 -0.205
H 1.309 5.649 0.124 0.323 -0.629 0.408
H -5.436 -2.360 -0.933 -0.083 0.358 1.028
H 2.037 2.448 -6.087 0.083 -0.246 0.309
H -2.507 2.180 3.255 -0.275 0.382 -0.305
H 1.885 -1.620 -3.579 0.017 0.024 0.369
H -0.544 -2.542 -0.967 0.965 0.674 0.137
H 0.575 -1.260 6.018 -0.124 -0.137 0.652
H 0.752 4.529 4.141 0.094 0.683 0.535
H -0.986 -1.156 -3.828 -0.271 -0.177 -0.325
H 3.276 -3.591 4.846 -0.375 0.346 -0.051
H 0.629 -5.950 -0.404 0.081 0.599 -0.444
H 2.724 0.526 6.000 1.069 0.127 0.250
H 0.222 2.363 5.747 -0.601 -0.063 0.167
H -0.183 0.281 -3.434 -0.780 0.873 0.033
H -5.501 -1.523 -2.376 0.173 0.100 -0.290
```
Positions in Å, forces in eV/Å.

Values from the calculation:
- Gap between HOMO and LUMO: 5.59 eV
- Net charge: +3
- ΔE to the lowest compared entry with this formula, charge and spin: 0.0 kJ/mol
- E_LUMO: -10.15 eV

2.
A 2-piece molecular cluster, C2H2BrN overall. Source: OMol25; level of theory: ωB97M-V/def2-TZVPD.

```
6
Properties=species:S:1:pos:R:3:forces:R:3
Br -4.172 0.364 -0.023 0.074 -0.039 -0.001
N -1.088 -0.780 -0.132 3.035 1.220 -0.351
C 0.035 -0.367 -0.159 -3.216 -1.267 0.355
C 1.298 0.100 0.012 2.737 0.863 -0.036
H 1.732 0.462 0.931 -1.135 -0.119 0.866
H 2.195 0.222 -0.628 -1.495 -0.659 -0.833
```
Positions in Å, forces in eV/Å.

Values from the calculation:
- Gap between HOMO and LUMO (spin up / spin down): 10.70 / 7.42 eV
- ΔE to the lowest compared entry with this formula, charge and spin: 18.8 kJ/mol
- Spin multiplicity: 3
- E_LUMO (spin up / spin down): 0.76 / -3.09 eV

3.
A 2-piece molecular cluster, C8H10S2 overall. Source: OMol25; level of theory: ωB97M-V/def2-TZVPD.

```
20
Properties=species:S:1:pos:R:3:forces:R:3
S 0.592 -2.337 1.331 0.726 -0.012 -1.674
S -1.925 0.711 2.127 -0.173 -0.074 0.242
C -2.731 0.004 0.629 -0.834 -0.037 0.564
C -0.406 -1.048 0.679 0.176 0.901 -2.244
C 3.398 0.673 -0.528 0.542 -0.009 1.583
C 2.478 1.517 -0.080 -0.814 -1.429 -0.502
C -1.729 -0.911 1.247 -0.914 -1.490 2.551
C -0.030 -0.305 -0.444 -0.643 -1.941 1.379
C -2.374 0.493 -0.655 2.010 2.134 -4.306
C -1.052 0.449 -1.148 -2.628 -1.203 0.867
H -3.061 1.002 -1.479 0.834 -1.352 2.457
H -3.789 -0.171 0.851 0.483 -0.136 -0.254
H 3.849 0.789 -1.480 0.556 0.358 -0.722
H 0.957 -0.622 -0.811 -0.607 0.939 -0.358
H 1.209 -2.510 0.072 -0.413 -0.095 1.652
H -2.144 -1.820 1.859 0.903 1.832 -1.228
H 3.856 -0.073 0.122 -0.499 -0.293 -0.260
H 2.187 2.265 -0.774 -0.530 0.865 -0.284
H -1.037 0.655 -2.215 0.874 0.393 0.279
H 1.751 1.237 0.697 0.952 0.650 0.256
```
Positions in Å, forces in eV/Å.

Values from the calculation:
- Gap between HOMO and LUMO: 8.03 eV
- ΔE to the lowest compared entry with this formula, charge and spin: 188.2 kJ/mol
- E_LUMO: 0.08 eV
- SMILES: SC1=CC=C[C@@H]2S[C@H]12.C=C

4.
One molecule with the formula C4H8O2. Source: OMol25; level of theory: ωB97M-V/def2-TZVPD.

```
14
Properties=species:S:1:pos:R:3:forces:R:3
O -1.228 0.605 0.645 -0.478 -0.004 -0.032
O -0.130 -1.476 0.383 -0.009 0.188 0.238
C 1.039 0.643 0.234 -0.059 0.095 -0.194
C 0.985 -0.829 -0.212 0.187 0.187 -0.133
C -1.330 -0.746 0.332 -0.446 -0.200 -0.049
C -0.324 1.230 -0.243 0.210 -0.086 0.111
H -1.774 -0.798 -0.676 0.041 -0.343 0.039
H 0.928 -0.868 -1.313 -0.089 -0.080 0.116
H -0.534 0.913 -1.289 0.176 -0.065 0.361
H 1.955 1.132 -0.108 -0.206 0.004 -0.259
H -1.974 -1.164 1.102 -0.103 -0.259 -0.232
H -0.618 2.291 -0.239 1.014 -0.117 0.426
H 1.062 0.616 1.335 -0.104 0.400 -0.375
H 1.857 -1.417 0.097 -0.134 0.281 -0.016
```
Positions in Å, forces in eV/Å.

Values from the calculation:
- Gap between HOMO and LUMO: 11.12 eV
- ΔE to the lowest compared entry with this formula, charge and spin: 163.5 kJ/mol
- E_LUMO: 1.08 eV
- SMILES: C1COCOC1

5.
A 3-piece molecular cluster, C31H58Br2I3N6O6 overall. Source: OMol25; level of theory: ωB97M-V/def2-TZVPD.

```
106
Properties=species:S:1:pos:R:3:forces:R:3
I 1.495 -2.656 -5.702 -0.127 -0.136 0.035
I 4.980 -3.363 -3.308 -0.156 0.082 -0.095
I -0.505 -4.073 -2.183 0.033 0.108 0.148
Br 2.138 -3.985 1.210 0.376 -0.277 -0.043
Br 3.953 -1.366 2.122 -0.018 -0.183 -0.092
O 0.692 1.069 -0.383 -0.306 -0.712 0.479
O 0.950 4.149 -5.622 -1.739 -0.720 1.685
O -2.551 -4.098 1.465 -0.459 1.361 -0.476
O -1.078 4.492 -4.667 0.864 -0.227 -0.267
O 0.198 4.272 7.863 0.019 -0.006 0.032
O -2.968 1.490 4.876 -0.009 0.036 -0.178
N -2.269 2.798 3.154 0.065 0.073 -0.192
N 1.611 -1.096 -0.369 0.803 0.063 0.629
N 2.728 -2.948 -1.329 0.398 -0.342 -0.452
N 1.256 -1.555 -2.602 0.333 -0.416 -0.224
N -1.931 3.672 8.384 -0.224 -0.090 0.036
N -2.594 -1.785 1.442 -1.135 -0.890 0.901
C 2.993 0.903 -0.902 0.253 -0.666 0.607
C -0.031 -2.158 -3.030 0.399 -0.236 -0.476
C 1.582 2.165 -3.625 0.059 -0.211 -0.415
C 3.037 -3.793 -2.509 -0.241 -0.835 0.210
C 4.488 -2.352 0.516 -0.339 0.112 -0.184
C -4.222 -3.075 0.100 -0.002 0.240 0.014
C -3.560 2.725 2.489 0.046 -0.048 0.155
C -3.069 -3.054 1.069 0.917 -1.101 0.262
C -0.269 -2.234 -4.561 -0.142 0.409 0.168
C 3.991 -6.252 -2.281 -0.404 -0.460 0.150
C 1.635 0.211 -0.987 0.208 1.529 -1.751
C 5.123 -1.376 -0.468 0.470 -0.142 0.074
C -0.439 -2.052 2.630 0.002 0.708 0.248
C 3.434 -3.341 -0.099 -0.199 0.557 1.136
C 0.068 3.760 -4.870 1.167 0.994 -1.459
C -1.198 3.567 2.548 -0.215 -0.049 -0.031
C -3.211 3.152 7.934 0.091 0.202 0.342
C 1.892 -1.960 -1.419 -1.095 0.549 -0.128
C -2.108 2.148 4.318 0.078 -0.167 0.186
C 0.152 2.476 -4.066 -0.048 0.356 0.532
C 1.196 -0.097 -2.511 -0.045 1.095 0.882
C 1.917 0.674 -3.607 -0.131 -0.244 -0.091
C -3.485 4.659 -4.685 -0.050 -0.231 0.157
C 0.323 -1.409 0.308 -0.141 -0.680 0.356
C -0.998 -0.995 -5.131 0.666 -0.439 -0.294
C -1.756 4.022 9.785 0.113 0.006 -0.103
C -1.921 -1.760 2.766 0.339 0.298 -0.481
C -2.263 3.866 -5.134 -1.063 -0.153 -0.119
C 0.255 -0.978 1.768 -0.649 -0.015 -0.059
C 2.806 -5.307 -2.206 0.417 0.392 0.127
C -0.896 3.845 7.549 0.116 0.066 -0.092
H 3.402 0.713 0.088 -0.075 0.091 0.118
H 2.249 2.632 -4.343 0.132 0.120 -0.029
H -0.028 -2.000 3.635 0.176 -0.295 0.127
H -1.138 3.563 6.514 -0.050 -0.027 -0.077
H 4.806 -5.981 -1.619 0.242 0.172 -0.036
H -1.497 4.611 2.441 0.069 0.020 -0.024
H 2.990 0.510 -3.596 0.171 -0.042 0.116
H 3.645 -7.228 -1.947 -0.042 -0.115 0.057
H -0.801 -1.505 -2.636 -0.236 -0.052 0.179
H -0.378 -0.095 1.811 0.112 0.320 0.041
H -3.991 3.893 8.127 -0.082 -0.078 -0.025
H 4.536 -1.190 -1.355 -0.123 -0.011 -0.009
H 3.975 -4.245 -0.325 0.160 -0.047 -0.438
H -3.861 -3.394 -0.873 0.083 -0.082 -0.140
H 1.219 -0.686 2.166 0.207 -0.208 -0.134
H -1.351 -0.340 -4.344 -0.239 0.091 0.100
H -4.709 -2.110 -0.014 0.011 0.139 -0.022
H -0.300 -3.042 2.212 0.055 -0.227 0.150
H 5.274 -2.996 0.884 -0.022 -0.210 0.246
H 2.908 1.974 -1.010 -0.130 0.212 -0.214
H -4.961 -3.794 0.431 -0.039 -0.199 0.098
H -1.496 5.076 9.879 0.006 -0.004 0.051
H 1.570 0.276 -4.558 0.054 -0.166 -0.169
H -2.679 3.826 10.324 -0.034 -0.017 -0.022
H 0.539 1.806 -0.973 0.047 0.282 -0.129
H -4.100 4.073 -4.008 -0.045 -0.048 0.172
H -4.340 3.123 3.137 -0.045 -0.019 -0.038
H 0.206 -2.485 0.275 0.065 -0.110 -0.100
H -3.450 2.235 8.475 -0.079 -0.017 -0.053
H -1.096 2.262 4.739 0.051 0.005 -0.030
H 3.717 0.519 -1.610 -0.036 0.121 -0.196
H 0.172 0.281 -2.547 -0.388 -0.537 -0.015
H -2.402 -2.414 3.487 -0.089 -0.307 -0.100
H -3.526 3.301 1.568 0.035 0.024 -0.007
H -0.958 3.163 1.561 0.064 0.035 -0.005
H -3.191 2.931 6.872 0.092 -0.040 -0.052
H -1.816 -1.336 -5.754 -0.299 0.078 0.049
H -3.414 -1.191 1.491 0.200 0.381 -0.335
H -2.032 -0.746 3.140 -0.059 0.157 0.093
H -0.909 -3.084 -4.731 0.026 -0.244 -0.080
H -3.807 1.687 2.261 -0.054 0.014 -0.015
H -0.295 1.680 -4.653 0.102 -0.186 -0.258
H -0.494 2.603 -3.197 -0.202 -0.021 0.014
H -0.308 3.519 3.171 -0.002 -0.012 0.031
H -2.270 3.803 -6.221 0.392 0.103 -0.161
H 2.036 -5.643 -2.888 -0.117 -0.053 -0.200
H -0.948 3.434 10.220 -0.005 0.025 0.047
H -4.115 4.908 -5.530 -0.036 0.216 -0.135
H 2.371 -3.506 -3.301 -0.059 0.298 -0.131
H -2.368 2.842 -4.771 0.312 -0.129 0.182
H -3.197 5.563 -4.162 0.105 0.196 -0.061
H -0.525 -1.013 -0.243 0.010 0.236 -0.232
H 6.081 -1.763 -0.798 0.094 -0.162 -0.135
H 1.763 2.646 -2.668 0.153 0.098 0.138
H -0.336 -0.449 -5.793 0.045 0.347 0.025
H 4.343 -6.399 -3.294 0.261 0.191 -0.154
H 5.336 -0.440 0.029 -0.050 0.152 -0.008
H 2.377 -5.379 -1.211 -0.191 -0.017 0.085
```
Positions in Å, forces in eV/Å.

Values from the calculation:
- Gap between HOMO and LUMO: 6.68 eV
- Net charge: +1
- E_LUMO: -3.75 eV

6.
One molecule with the formula H2O3Si. Source: OMol25; level of theory: ωB97M-V/def2-TZVPD.

```
6
Properties=species:S:1:pos:R:3:forces:R:3
Si 0.020 -0.351 -0.129 -2.805 3.729 1.003
O 0.743 1.049 0.287 -1.793 -1.051 -0.909
O -1.369 0.382 -0.573 -1.032 -0.062 -1.639
O -1.458 -0.629 0.529 0.086 -0.808 1.246
H 0.477 -1.476 -0.717 1.752 -2.043 -1.136
H 1.587 1.024 0.602 3.792 0.234 1.435
```
Positions in Å, forces in eV/Å.

Values from the calculation:
- Gap between HOMO and LUMO: 9.64 eV
- ΔE to the lowest compared entry with this formula, charge and spin: 349.7 kJ/mol
- E_LUMO: -0.07 eV
- SMILES: O[SiH]1OO1

What did we get for largest force on an atom? Answer: 0.118; 0.068; 0.101; 0.022; 0.049; 0.093 Eh/bohr, in the order shown.